(1)
# C4H12N3

A molecular structure, C4H12N3 at a distorted geometry (ωB97M-V/def2-TZVPD, OMol25).

Last column: natural (NBO) charge in e.
Cartesian coordinates (Å):
C1 -1.98959 -0.35310 -0.45968  -0.407
C2 -0.80357 0.62856 0.15253  -0.366
C3 0.66217 0.09015 0.09756  -0.243
C4 1.49629 1.20469 0.42054  0.428
N1 2.50157 1.55205 -0.60637  -0.666
N2 0.75215 -1.24670 0.88012  -0.847
N3 -1.33935 -1.97021 -0.72920  -0.826
H1 -2.97179 -0.08158 0.00938  0.253
H2 -2.18611 0.03661 -1.44495  0.254
H3 -0.93042 0.79590 1.19952  0.223
H4 -0.82777 1.52133 -0.42493  0.219
H5 1.86881 1.37058 1.43769  0.227
H6 2.05371 2.24524 -1.17457  0.420
H7 3.29778 1.97835 -0.20179  0.402
H8 0.75918 -0.45798 -0.86916  0.310
H9 0.13239 -1.99430 0.58474  0.444
H10 1.30942 -1.38397 1.69006  0.392
H11 -2.21810 -2.64260 -0.84450  0.384
H12 -1.56676 -1.29301 0.28299  0.399

Kohn-Sham gap: 5.67 eV
HOMO energy: -12.950 eV
net charge: +1

(2)
# C4H12N3

A gas-phase ion, C4H12N3 (charge +1) at a distorted geometry (ωB97M-V/def2-TZVPD, OMol25).

Last column: natural (NBO) charge in e.
Cartesian coordinates (Å):
C1 1.95958 0.46932 -0.49357  -0.237
C2 0.84418 0.77810 0.48211  -0.478
C3 -0.40028 0.04751 0.13950  0.056
C4 -1.80075 0.44953 0.91688  -0.210
N1 -2.90027 -0.55707 0.70858  -0.831
N2 -0.56070 -0.24325 -1.27203  -0.263
N3 2.48245 -0.88107 -0.51622  -0.875
H1 2.75990 1.27152 -0.39167  0.228
H2 1.40838 0.61482 -1.46151  0.218
H3 0.59053 1.86435 0.50073  0.271
H4 1.13054 0.54169 1.48880  0.276
H5 -1.55135 0.38602 1.99038  0.237
H6 -3.84538 -0.16441 0.56273  0.401
H7 -2.69745 -1.18902 -0.13730  0.357
H8 -0.28353 -1.00558 -0.01205  0.380
H9 -0.69844 -1.17882 -1.62640  0.405
H10 -2.09228 1.40765 0.49612  0.249
H11 3.38829 -1.17928 0.00893  0.423
H12 2.26657 -1.43202 -1.38402  0.394

Kohn-Sham gap: 4.70 eV
HOMO energy: -13.175 eV
net charge: +1

(3)
# C4H12N3O

2 unconnected molecules or ions with the total composition C4H12N3O at a distorted geometry (ωB97M-V/def2-TZVPD, OMol25).

Last column: Löwdin spin population.
Cartesian coordinates (Å):
O1 -0.93238 -0.48642 -1.20647  0.005
C1 -1.65050 -1.21863 -0.57946  0.001
C2 -1.23440 -2.58996 -0.12996  0.004
N1 -2.21973 -3.11798 0.80121  0.000
H1 -2.62313 -0.87158 -0.18887  0.000
H2 -1.22120 -3.24444 -1.00642  0.000
H3 -0.19978 -2.51433 0.22242  0.006
H4 -1.98983 -4.06358 1.07252  0.000
H5 -2.19995 -2.62480 1.68207  0.001
C3 0.83402 2.41200 -0.50964  0.047
C4 1.23904 1.44352 0.31181  0.145
N2 2.56651 1.51884 0.96598  0.274
N3 -0.32423 2.42411 -1.25623  0.002
H6 1.46778 3.28356 -0.62288  0.027
H7 0.74317 0.52231 0.55651  0.031
H8 3.10832 0.64544 0.77709  0.164
H9 3.12853 2.32678 0.62807  0.133
H10 2.45963 1.68093 2.00525  0.160
H11 -0.69816 1.49861 -1.43104  0.000
H12 -0.25371 2.97563 -2.09196  0.000

Kohn-Sham gap (alpha / beta): 3.99 / 9.37 eV
spin multiplicity: 2
HOMO energy (alpha / beta): -3.422 / -8.822 eV
net charge: 0